Computed, not measured: a molecular structure, C29H37BrN4O8PPtS2Te, with the ωB97M-V functional and the def2-TZVPD basis.

```
! wB97M-V def2-TZVPD RIJCOSX def2/J DEFGRID3
* xyz -1 1
Pt -0.5792 0.5248 -1.1039
Te -1.5083 -0.9402 1.0766
Br 0.5760 3.9975 3.3533
S 1.5884 0.2531 -2.6654
S -2.9178 2.6930 -0.4975
P 0.8383 -1.4607 0.7518
O -3.3552 -0.9402 -3.7964
O 1.7510 -0.3225 0.5533
O -2.7541 3.7605 -1.4659
O 1.4211 -2.2538 2.0374
O -2.1979 2.8562 0.7459
O 1.0870 -2.6202 -0.3797
O 5.0838 -0.7845 0.0210
O -1.6155 -0.7918 -2.4409
N -2.6528 1.2253 -1.0532
N 0.3188 2.1314 -0.2624
N 3.3501 -1.2082 -1.4113
N 3.9197 1.0234 -1.5648
C 4.1501 -2.9699 0.0004
C 0.7695 -3.3999 2.5293
C 3.7598 2.4272 -1.8210
C 3.0170 0.0676 -1.7965
C -0.6693 -4.2670 -0.7925
C 0.4730 4.7755 0.6297
C 4.4357 -4.5890 1.7624
C 1.2638 -3.6707 3.9390
C -3.3433 0.8788 -2.2479
C 0.2912 3.1634 -1.1258
C 0.4599 3.6985 1.5045
C -4.9734 1.7084 0.9532
C -8.7480 1.8419 0.9290
C 0.3889 2.4031 1.0431
C -4.6611 2.5733 -0.0773
C -7.3164 2.0969 0.5550
C 0.3715 4.4797 -0.7242
C -6.2968 1.4777 1.2729
C 4.4970 -3.2842 1.3143
C 4.0587 -5.6064 0.9008
C -2.7323 -0.3983 -2.9010
C 3.7435 -3.9947 -0.8549
C 3.7112 -5.3007 -0.4060
C 0.1548 -3.1084 -1.3308
C 4.6163 3.0269 0.5223
C 3.5476 3.2425 -0.5415
C -5.6549 3.1824 -0.8166
C -6.9828 2.9412 -0.4966
C 4.2470 -1.5602 -0.4308
H 4.4275 3.6867 1.3669
H 3.4800 -3.7806 -1.8818
H -7.7733 3.4071 -1.0694
H 5.6132 3.2315 0.1369
H 0.7611 -3.4450 -2.1795
H 0.2291 2.9111 -2.1801
H 2.3467 -3.7564 3.9373
H 4.0576 -6.6351 1.2336
H 0.5598 5.7921 0.9842
H 4.6386 0.7450 -0.8925
H -4.3957 0.6519 -2.0198
H 4.6945 -4.8191 2.7853
H 3.5017 4.2963 -0.8259
H -0.0213 -5.0878 -0.4864
H -3.3142 1.6881 -2.9934
H 0.9832 -2.8404 4.5827
H 0.3699 5.2714 -1.4582
H 4.6578 2.7815 -2.3431
H -6.5485 0.8093 2.0836
H 2.9001 2.5557 -2.4833
H -0.4973 -2.3009 -1.6712
H 4.8154 -2.4874 1.9696
H -9.4059 2.5915 0.4968
H 4.5830 2.0056 0.8922
H -5.3823 3.8391 -1.6296
H 3.4304 -6.0920 -1.0859
H -1.2653 -3.9445 0.0623
H -4.1597 1.2335 1.4786
H -8.8618 1.8585 2.0120
H 2.5896 2.9620 -0.1145
H -0.3169 -3.2143 2.5450
H 0.9703 -4.2533 1.8698
H -9.0660 0.8612 0.5748
H 0.8135 -4.5867 4.3175
H 2.5860 -1.8617 -1.5438
H -1.3387 -4.6102 -1.5780
H 0.4065 1.5573 1.7166
*
```

**Highest occupied orbital energy (alpha / beta)**: -3.66 / -3.66 eV
**Electronic energy**: -6047.5128 hartree
**Energy above the lowest of the compared OMol25 structures with the same formula, charge and spin**: 56.8 kcal/mol
**HOMO-LUMO gap (alpha / beta)**: 5.6 / 5.6 eV
**Lowest unoccupied orbital energy (alpha / beta)**: 0.071 / 0.070 Eh

Löwdin atomic charge list, values in e, 4 entries:
1. Pt 0.753
2. Te 0.624
3. Br 0.772
4. S 0.714



Computed, not measured: C3H6O in the gas phase, with the ωB97M-V functional and the def2-TZVPD basis.

```
! wB97M-V def2-TZVPD RIJCOSX def2/J DEFGRID3
* xyz 0 1
O 1.7381 -0.1019 -0.2441
C -0.6465 -0.7165 -0.2098
C -0.6639 0.7345 -0.1525
C 0.4680 -0.1259 0.3496
H -1.3025 1.1761 0.5128
H -0.5341 -1.3290 -1.1950
H -1.2907 -1.2082 0.5434
H 0.4505 -0.2695 1.4543
H 2.2803 0.6869 0.0353
H -0.4992 1.1536 -1.0941
*
```

**Highest occupied orbital energy**: -9.68 eV
**SMILES**: OC1CC1
**Electronic energy**: -193.0755 hartree
**Energy above the lowest of the compared OMol25 structures with the same formula, charge and spin**: 42.5 kcal/mol
**HOMO-LUMO gap**: 10.7 eV
**Lowest unoccupied orbital energy**: 0.037 Eh

Löwdin atomic charge list, values in e, 4 entries:
1. O -0.022
2. C -0.183
3. C -0.082
4. C -0.430



Computed, not measured: a molecular structure, C5H10NO2, with the ωB97M-V functional and the def2-TZVPD basis.

```
! wB97M-V def2-TZVPD RIJCOSX def2/J DEFGRID3
* xyz 1 1
O -1.3502 1.5455 1.4772
O 0.5723 -0.5565 -2.2866
N -0.6856 -1.7464 0.6025
C 0.7591 1.7830 0.3106
C 1.2460 1.1050 -0.7300
C -0.2415 1.0504 1.0606
C -0.4793 -0.4816 -0.1766
C 0.7911 -0.3285 -0.9109
H 0.1905 0.4659 1.9216
H 1.8222 1.3293 -1.5681
H 1.5581 -0.9182 -0.6066
H -1.4062 0.0007 -0.6903
H 0.3034 -2.1080 0.8079
H -1.1924 -2.4685 0.2039
H 0.8236 2.8353 0.4900
H -1.6565 2.3612 1.0445
H -1.1577 -1.5241 1.5538
H -0.3269 -0.2178 -2.4792
*
```

**Highest occupied orbital energy**: -13.21 eV
**Electronic energy**: -401.3895 hartree
**Energy above the lowest of the compared OMol25 structures with the same formula, charge and spin**: 85.0 kcal/mol
**HOMO-LUMO gap**: 9.6 eV
**Lowest unoccupied orbital energy**: -0.135 Eh

Löwdin atomic charge list, values in e, 4 entries:
1. O 0.075
2. O -0.003
3. N 0.212
4. C -0.010



Computed, not measured: C37H34N4O3S in the gas phase, with the ωB97M-V functional and the def2-TZVPD basis.

```
! wB97M-V def2-TZVPD RIJCOSX def2/J DEFGRID3
* xyz 0 1
S -3.7124 -1.3362 -1.1486
O 5.4751 -0.6070 1.7339
O -4.1560 -2.4974 -0.3678
O -3.3548 -1.4787 -2.5530
N 4.6964 0.2311 -0.3049
N -3.4702 4.4743 -6.4365
N -2.9289 1.3455 0.9967
N 2.4714 -0.2484 -0.1641
C -1.6340 -1.6497 0.6293
C -0.9751 0.1367 -1.5531
C -2.7374 1.9739 -2.3330
C 4.5488 -0.3622 0.9078
C -1.3668 2.1210 -4.7807
C -5.0635 -0.1395 -0.9523
C 3.6793 0.1606 4.5707
C -6.7350 0.9142 0.4056
C 4.1826 -1.7847 5.9255
C -2.4037 0.5316 0.3980
C 0.3828 0.3705 -1.2531
C 5.9543 0.8144 -0.7065
C -0.8770 1.3415 -3.7365
C -1.2145 -1.3497 1.9459
C -1.5690 1.1933 -2.5225
C -3.0311 3.7700 -5.6113
C 3.4182 0.6276 -0.9085
C 1.1101 -0.3367 -0.3467
C 2.9475 -2.0358 3.8532
C -6.5902 1.4201 -1.9578
C -0.6131 -2.3469 2.7857
C 3.0727 -0.7180 1.0878
C 2.4760 -0.0737 2.3606
C -0.5110 -3.6580 2.2780
C 4.2676 -0.4044 5.7062
C 3.1249 2.1052 -0.6429
C -2.5488 2.8695 -4.5566
C -5.6895 -0.0032 0.2857
C 3.4883 0.3503 -2.4200
C 3.5180 -2.5964 5.0022
C -1.5048 -2.9699 0.1860
C -5.5679 0.4792 -2.0883
C -0.9588 -3.9971 0.9794
C -3.2655 2.7616 -3.3421
C -1.9681 -0.5506 -0.4171
C -7.1689 1.6379 -0.7017
C 3.0511 -0.6590 3.6294
H 2.4362 -2.6657 3.1222
H 6.1172 0.6240 -1.7687
H 3.3697 2.3558 0.3955
H -0.9534 -5.0455 0.5976
H -3.2604 1.9899 -1.4127
H 3.4426 -3.6710 5.1692
H 0.9221 1.0681 -1.8894
H -4.1825 3.3445 -3.2348
H 0.0371 0.7971 -3.8794
H -0.2665 -2.1051 3.8340
H 4.6445 -2.2202 6.8164
H 3.7277 1.2346 4.3803
H 5.9720 1.8995 -0.5425
H 2.4993 0.4291 -2.8789
H 4.1549 1.0875 -2.8823
H 1.3767 -0.2098 2.3250
H 2.9601 -1.8285 1.1341
H 2.0686 2.3101 -0.8224
H -1.1864 -1.0052 -2.0234
H -0.8283 2.1862 -5.7444
H -5.3382 -0.5846 1.1360
H -7.9535 2.3910 -0.5973
H 6.7569 0.3554 -0.1304
H -0.0377 -4.4510 2.8945
H 2.6791 1.0120 2.3177
H -1.4291 -0.3631 2.3853
H -7.1885 1.0751 1.3870
H 3.8976 -0.6530 -2.6004
H 3.7298 2.7288 -1.3062
H -5.1206 0.2484 -3.0580
H 0.6807 -1.1529 0.2338
H -6.9037 1.9844 -2.8319
H -1.8599 -3.2352 -0.7999
H 4.7866 0.2426 6.4126
*
```

**Highest occupied orbital energy**: -8.02 eV
**SMILES**: CN1C(=O)[C@@H](Cc2ccccc2)N(/C=C/[C@H](c2ccc(C#N)cc2)[C@](C#N)(c2ccccc2)S(=O)(=O)c2ccccc2)C1(C)C
**Electronic energy**: -2273.1388 hartree
**Energy above the lowest of the compared OMol25 structures with the same formula, charge and spin**: 9.6 kcal/mol
**HOMO-LUMO gap**: 7.9 eV
**Lowest unoccupied orbital energy**: -0.003 Eh

Löwdin atomic charge list, values in e, 4 entries:
1. S 0.821
2. O 0.044
3. O -0.296
4. O -0.320



Computed, not measured: 7 unconnected molecules or ions with the total composition C25H70N6O7, with the ωB97M-V functional and the def2-TZVPD basis.

```
! wB97M-V def2-TZVPD RIJCOSX def2/J DEFGRID3
* xyz 0 1
O -4.1443 1.1835 2.2279
O -0.3660 -0.0364 0.0680
O -0.2642 -4.1938 -3.5589
O -0.6358 -0.7425 4.4331
O -4.6012 4.3998 -1.9755
O 5.3652 -2.9332 -0.1367
O 2.7940 3.8759 -3.8417
N 8.7439 -2.1259 -1.0081
N -2.2884 -3.3160 6.3480
N -3.0797 3.3820 3.7530
N -2.3188 2.6051 -1.2908
N 0.5269 1.5427 -2.1213
N 0.3178 -1.1403 -3.8545
C -0.7316 -1.8339 -3.1174
C 4.2836 -3.3427 -0.8755
C 1.5944 3.2871 -3.3565
C 0.7261 -0.9728 4.5664
C -4.7125 -0.0772 2.5695
C 2.9271 1.3498 -2.5381
C -4.6986 3.2035 -1.2214
C -1.6825 -2.9035 5.0745
C -5.4559 5.4384 -1.5929
C -2.0239 -1.8882 -3.8816
C 0.5983 -0.8499 0.6908
C 1.7829 2.3349 -2.2221
C -2.4114 2.6977 2.6550
C -2.6428 -2.9690 3.8870
C -0.3602 -3.2542 -2.5942
C -1.3530 -1.4776 5.4128
C -3.6681 2.2279 -1.7209
C 7.6185 -2.1562 -0.0864
C 7.4265 -0.8801 0.7301
C -2.7673 1.2590 2.4514
C -3.9158 0.8249 -1.2071
C 0.1097 -5.4439 -3.1107
C 3.0928 5.1596 -3.4277
C -0.8833 2.7685 2.9155
C 6.4735 -2.5716 -0.9492
H -2.1590 2.3115 -0.3318
H 2.1941 5.7851 -3.6427
H -0.5672 3.7979 2.9207
H 0.8939 4.1016 -3.1872
H 6.4931 -1.0299 1.2891
H -1.1068 -3.5705 -1.8527
H 3.8799 5.5652 -4.0661
H -2.8147 -3.9903 3.5933
H 1.9086 2.9021 -1.3174
H 8.6703 -1.3225 -1.6565
H -0.3627 2.1860 2.1174
H -4.5872 3.3192 -0.1462
H -2.2832 -2.3997 3.0439
H 3.8233 1.8821 -2.8008
H -0.8884 -1.2138 -2.2252
H 0.5151 0.9311 -2.9051
H 1.2706 -0.3066 1.3921
H -1.5902 -3.3137 7.0904
H 3.4724 5.2272 -2.4099
H -0.3528 2.0721 -2.1467
H 7.2775 -0.0019 0.1213
H -2.2474 0.8619 1.5922
H -2.3300 -1.0116 5.5198
H -1.8018 -2.4182 -4.8005
H -4.1072 -0.9018 2.1231
H -2.6815 -4.2547 6.1927
H 0.9958 -5.3749 -2.4154
H -2.4705 -0.9290 -4.0501
H 1.1451 -1.4530 -3.3278
H -3.6640 -2.6913 4.1833
H -5.3078 5.7043 -0.5300
H 1.3322 -0.2686 4.0010
H 3.0628 0.7109 -1.6497
H 3.4442 -3.6616 -0.2378
H 3.8703 -2.5937 -1.5926
H 0.3240 -6.0976 -3.9743
H -4.0957 3.3649 3.6905
H -2.5294 0.6782 3.2905
H -0.8103 2.2385 3.9030
H 0.1226 -1.6669 1.2567
H 0.0569 0.4227 -0.7277
H -0.8172 -1.3646 6.3758
H 0.9499 -1.9942 4.2282
H -5.1391 6.2267 -2.2819
H -6.5256 5.2029 -1.7461
H -2.7221 3.0646 4.6376
H -5.0050 0.7041 -1.2470
H 7.7935 -3.0062 0.5898
H -0.7585 -3.4039 4.7579
H -3.6733 0.6922 -0.1095
H -0.7095 -5.8797 -2.5663
H -3.7697 2.2828 -2.7927
H 0.5600 -3.0794 -2.0633
H -4.7550 -0.1617 3.6742
H -3.4805 0.0839 -1.8839
H -2.1633 3.5931 -1.3717
H 6.7932 -3.3835 -1.5429
H 6.1904 -1.7273 -1.6312
H -5.7129 -0.1143 2.1579
H 2.5998 0.7360 -3.3889
H 8.2248 -0.7824 1.3998
H 1.1112 2.7028 -4.1290
H 4.5460 -4.2466 -1.4884
H -2.8276 -2.5063 -3.5065
H 0.4551 -1.4502 -4.8034
H 9.6198 -1.9580 -0.5586
H 1.2559 -1.3436 -0.0664
H -2.7311 3.2566 1.7330
H -5.7031 2.7500 -1.4304
H 1.0234 -0.9160 5.6335
*
```

**Highest occupied orbital energy**: -8.78 eV
**SMILES**: COC[C@H](C)N.COC[C@H](C)N.COC[C@H](C)N.COC[C@H](C)N.COC[C@H](C)N.COC[C@H](C)N.CO
**Electronic energy**: -1849.5564 hartree
**Energy above the lowest of the compared OMol25 structures with the same formula, charge and spin**: 38.6 kcal/mol
**HOMO-LUMO gap**: 9.4 eV
**Lowest unoccupied orbital energy**: 0.022 Eh

Löwdin atomic charge list, values in e, 4 entries:
1. O -0.216
2. O -0.188
3. O -0.167
4. O -0.197



Computed, not measured: a molecular structure, C30H29BrIN3O3W, with the ωB97M-V functional and the def2-TZVPD basis.

```
! wB97M-V def2-TZVPD RIJCOSX def2/J DEFGRID3
* xyz 2 3
W 0.1030 -0.1290 0.7260
I 2.6604 0.4646 1.5130
Br 2.7763 1.9559 -1.6400
O -1.2016 0.8240 1.8448
O 0.8574 -1.4441 -0.3952
O 2.5405 -2.6762 -2.0323
N -0.7531 -1.6115 1.7946
N -1.0972 -1.1029 -3.4964
N -1.2706 -1.1979 2.9648
C 4.1555 3.1453 2.1770
C -2.4493 0.6421 3.9051
C -2.7301 0.0807 5.1622
C -2.6418 2.8528 -2.1158
C 0.2809 -0.6216 -3.5563
C -1.6440 0.0519 2.8658
C -1.6211 3.2697 -1.2942
C 0.9622 -2.7713 -0.3370
C 1.8144 -3.4589 -1.1905
C 4.8342 4.3385 1.8772
C -1.9138 -0.8980 -2.2104
C 3.6335 -3.4131 -2.6972
C 1.1083 -5.5470 -0.2158
C 4.1547 4.1047 -0.4342
C -3.8473 2.4958 4.4876
C 1.8301 -4.8402 -1.2067
C -3.5434 0.7093 6.0449
C 0.4690 -4.8919 0.7924
C -0.8386 2.3741 -0.6141
C -4.2020 1.9166 5.7077
C -3.0806 1.8205 3.5720
C -1.8762 0.5134 -1.6942
C 0.2732 -3.4710 0.6688
C 3.5210 2.8842 -0.1451
C -0.6287 -2.9110 1.5678
C -1.8762 -0.6395 -4.7228
C -0.9799 1.0053 -0.7476
C 4.7697 4.8528 0.6040
C 3.5032 2.4699 1.1889
C -2.7988 1.4588 -2.2518
H 4.1526 4.4350 -1.4529
H 4.2049 -3.9194 -1.9627
H -1.5693 -1.6275 -1.4290
H -2.9730 -1.1846 -2.5203
H 5.4446 4.8206 2.6806
H -1.1147 -0.7432 -5.5548
H 2.3988 -5.4308 -1.9519
H -3.3441 3.5090 -2.5561
H -2.2238 0.4012 -4.6413
H -2.9376 2.3505 2.6102
H -4.1129 3.5664 4.3126
H -0.0907 2.7697 0.0380
H 4.1768 2.7796 3.1493
H -4.8668 2.3941 6.4321
H -1.1372 -3.5828 2.2672
H 5.2477 5.8115 0.4510
H -2.2894 -0.8766 5.4691
H 4.1721 -2.5780 -3.2108
H 1.0612 -6.6275 -0.2721
H -0.9708 -2.1287 -3.5591
H 0.3078 0.4945 -3.7201
H -2.6889 -1.3602 -4.9265
H -0.0978 -5.3851 1.5729
H -1.4038 4.3516 -1.1730
H 3.1863 -4.0899 -3.4450
H 0.7286 -1.1039 -4.4367
H 0.8643 -0.9565 -2.6632
H -3.6245 1.1036 -2.9306
H -3.7540 0.2017 6.9561
*
```

**Highest occupied orbital energy (alpha / beta)**: -12.55 / -13.14 eV
**Electronic energy**: -4488.7093 hartree
**Energy above the lowest of the compared OMol25 structures with the same formula, charge and spin**: 0.0 kcal/mol
**HOMO-LUMO gap (alpha / beta)**: 5.7 / 6.5 eV
**Lowest unoccupied orbital energy (alpha / beta)**: -0.251 / -0.243 Eh

Löwdin atomic charge list, values in e, 4 entries:
1. W 1.364
2. I 1.110
3. Br 0.744
4. O -0.241